Formula: C59H63BFN2O28S
Source: OMol25
Level of theory: ωB97M-V/def2-TZVPD

Each line ends with the Mulliken charge.
Atoms and positions in Å:
C1 -3.7505 -1.2684 2.5937  -0.7991
C2 -3.2379 -2.1627 1.6948  -0.5372
C3 -1.7957 -1.9359 1.0915  0.1609
C4 -1.1034 -3.3496 1.0518  1.2208
C5 -1.9069 -4.0966 -0.1141  -1.8536
O1 -1.0870 -3.9975 2.3182  -0.5043
B1 -0.1744 -5.1915 2.2875  0.1316
C6 -1.2328 -6.4392 2.1180  0.0560
C7 -1.6189 -7.1387 3.5009  -0.4163
C8 -2.7655 -8.1735 3.1893  -0.3777
F1 -2.2067 -9.4870 3.0715  -0.3503
C9 0.9574 -5.3115 3.4833  -0.5697
C10 2.2940 -5.9910 3.0062  -0.4615
C11 2.1271 -7.4119 2.3394  -0.4187
C12 2.7329 -7.4957 0.8670  -0.9382
C13 1.6353 -7.5086 -0.2609  0.6881
C14 1.3226 -8.9290 -0.8633  -0.4970
C15 -0.0865 -8.8190 -1.6139  -0.9524
O2 0.6643 -4.8146 1.0991  0.2521
C16 0.4786 -3.4456 0.7264  0.2915
C17 1.1130 -2.3249 1.6178  -1.8867
C18 2.6772 -2.3368 1.6960  -0.5449
S1 3.1112 -1.1791 3.0999  -0.2293
C19 4.7858 -0.6166 2.7900  0.5329
N1 5.8856 -1.2230 3.2387  -0.2085
N2 6.9999 -0.5816 2.8035  -0.4583
C20 6.5322 0.4442 2.0891  0.0424
O3 5.1810 0.4991 2.0475  -0.2397
C21 0.9698 -3.4220 -0.7585  -1.3154
C22 0.2751 -2.1345 -1.5231  1.1746
C23 0.8293 -1.8859 -3.0112  -1.0205
O4 -0.5617 -2.4689 -2.6682  -0.5097
H1 -4.3595 -1.6099 3.4647  0.2196
H2 -3.5853 -0.1785 2.4330  0.2058
H3 -3.8643 -3.0457 1.4603  0.2929
H4 -1.3168 -1.1913 1.7636  0.4392
H5 -1.9306 -1.5560 0.0503  -0.0252
H6 -2.8374 -4.5425 0.3261  0.4692
H7 -2.1475 -3.4268 -0.9690  0.5432
H8 -1.3034 -4.9679 -0.4711  -0.1678
H9 -0.8683 -7.2833 1.4651  0.0228
H10 -2.2216 -6.1340 1.6765  -0.0835
H11 -0.7220 -7.6258 3.9548  0.1932
H12 -1.9838 -6.3793 4.2462  0.3475
H13 -3.6033 -8.1455 3.9303  0.2917
H14 -3.2302 -7.9725 2.1877  0.2266
H15 0.5894 -5.7791 4.4321  0.5322
H16 1.2273 -4.2455 3.7536  0.0461
H17 2.9062 -5.3702 2.3113  -0.1339
H18 2.9324 -6.1342 3.9250  0.4755
H19 1.0916 -7.8216 2.3545  0.1737
H20 2.7522 -8.1348 2.9376  0.4812
H21 3.4150 -6.6306 0.6675  0.3372
H22 3.3168 -8.4490 0.7596  0.3489
H23 2.0259 -6.8868 -1.1167  0.1343
H24 0.6670 -7.0460 0.0298  -0.8049
H25 1.2216 -9.7391 -0.1062  0.2940
H26 2.0553 -9.1721 -1.6765  0.3799
H27 -0.0553 -9.2555 -2.6416  0.3432
H28 -0.9123 -9.3065 -1.0384  0.2169
H29 -0.3742 -7.7404 -1.7429  0.1928
H30 0.8308 -1.3418 1.1431  0.3370
H31 0.7201 -2.2778 2.6600  0.8633
H32 3.1290 -3.3198 1.9512  0.0824
H33 3.1404 -1.9693 0.7507  0.6075
H34 7.1733 1.1783 1.5666  0.3747
H35 2.0429 -3.1230 -0.8326  0.4387
H36 0.6963 -4.3147 -1.3557  0.4223
H37 0.0278 -1.2168 -0.8957  -0.1937
H38 0.4367 -1.0238 -3.5894  0.3509
H39 1.5149 -2.6560 -3.4274  0.2527
C24 -8.0012 -0.1575 2.1027  -0.9703
C25 -8.8161 0.8329 2.4768  0.4560
C26 -9.4296 0.8687 3.8395  0.9228
O5 -10.1521 1.8020 4.1429  -0.6303
C27 -9.1356 -0.2316 4.7543  -0.8886
C28 -8.3227 -1.2253 4.3798  0.3286
C29 -7.6876 -1.2473 3.0265  0.9322
O6 -6.9418 -2.1600 2.7355  -0.5530
O7 -8.0375 -2.2495 5.1998  -0.5722
O8 -9.1237 1.8473 1.6462  -0.5776
H40 -7.5494 -0.1935 1.1209  0.4599
H41 -9.5993 -0.2029 5.7306  0.4074
H42 -7.4313 -2.8271 4.6957  0.3490
H43 -9.7234 2.4265 2.1537  0.3457
C30 -1.7527 3.7862 -2.4154  -0.7936
C31 -1.8612 2.5287 -1.9713  -0.0549
C32 -0.9641 2.0049 -0.8948  0.7049
O9 -1.1075 0.8639 -0.5065  -0.3333
C33 0.0600 2.9021 -0.3581  -0.8303
C34 0.1646 4.1553 -0.8100  0.2469
C35 -0.7524 4.6820 -1.8646  1.2844
O10 -0.6398 5.8414 -2.2414  -0.7815
O11 1.0989 5.0017 -0.3367  -0.6428
O12 -2.7742 1.6828 -2.4668  -0.6181
H44 -2.3931 4.1818 -3.1898  0.5136
H45 0.7151 2.5077 0.4069  0.6157
H46 0.9639 5.8380 -0.8204  0.3262
H47 -2.6477 0.8430 -1.9811  0.3146
C36 3.5430 4.5137 -4.1443  -0.8186
C37 2.6199 5.4726 -4.0091  0.0284
C38 2.9783 6.9218 -4.1087  1.0654
O13 2.1047 7.7608 -3.9978  -0.5854
C39 4.3812 7.2679 -4.3329  -1.0272
C40 5.3028 6.3091 -4.4644  0.3344
C41 4.9403 4.8605 -4.3919  0.9722
O14 5.8112 4.0224 -4.5358  -0.6174
O15 6.5995 6.6001 -4.6687  -0.5726
O16 1.3291 5.1800 -3.7786  -0.0665
H48 3.2967 3.4628 -4.0765  0.5014
H49 4.6310 8.3186 -4.3855  0.4264
H50 7.0536 5.7376 -4.7303  0.3512
H51 0.8684 6.0428 -3.7227  -0.0293
C42 -2.5891 9.7887 -4.7677  -1.1356
C43 -3.4042 10.7791 -4.3949  0.3744
C44 -3.9782 10.8434 -3.0165  1.0590
O17 -4.7023 11.7764 -2.7171  -0.6259
C45 -3.6454 9.7714 -2.0829  -0.8027
C46 -2.8311 8.7747 -2.4520  0.5474
C47 -2.2344 8.7264 -3.8279  0.7585
O18 -1.4858 7.8156 -4.1255  -0.3398
O19 -2.5182 7.7794 -1.6039  -0.5661
O20 -3.7478 11.7671 -5.2410  -0.5902
H52 -2.1670 9.7326 -5.7616  0.4279
H53 -4.0818 9.8214 -1.0951  0.4664
H54 -1.9104 7.1780 -2.0887  0.1929
H55 -4.3396 12.3526 -4.7309  0.3467
C48 -0.8517 3.8527 -7.1900  -0.7146
C49 -1.5324 4.8880 -6.6870  0.0397
C50 -2.0677 5.9737 -7.5663  1.0129
O21 -2.6983 6.8878 -7.0686  -0.5887
C51 -1.8016 5.8880 -9.0012  -1.0358
C52 -1.1182 4.8548 -9.5027  0.3159
C53 -0.6069 3.7560 -8.6270  0.9121
O22 -0.0052 2.8259 -9.1313  -0.6135
O23 -0.8578 4.7529 -10.8178  -0.5727
O24 -1.7684 5.0022 -5.3705  -0.2700
H56 -0.4617 3.0609 -6.5651  0.5528
H57 -2.1783 6.6872 -9.6246  0.4403
H58 -0.3555 3.9216 -10.9204  0.3534
H59 -2.2755 5.8321 -5.2665  0.1423
C54 7.5941 -0.0847 9.3994  -1.0241
C55 6.7657 -1.1138 9.1963  0.3413
C56 6.3325 -1.5096 7.8204  0.9343
O25 5.5930 -2.4645 7.6844  -0.5969
C57 6.8211 -0.7177 6.6923  -0.8091
C58 7.6468 0.3135 6.8968  0.3360
C59 8.1007 0.6915 8.2694  0.8306
O26 8.8687 1.6280 8.4076  -0.6369
O27 8.1101 1.0616 5.8778  -0.5218
O28 6.2827 -1.8431 10.2166  -0.5764
H60 7.9161 0.2098 10.3887  0.4014
H61 6.4866 -1.0032 5.7024  0.6145
H62 8.6835 1.7350 6.2894  0.3434
H63 5.7134 -2.5219 9.8044  0.3627

Calculated values
Strongest force on any atom = 4.17 eV Å⁻¹
2S+1 = 1
Charge = -1
HOMO-LUMO gap = 4.335 eV